1.
C15H15AlCl3N4O2S2Si as an isolated structure at a distorted geometry. Source: the OMol25 dataset; level of theory: ωB97M-V with the def2-TZVPD basis set.

```
43
Properties=species:S:1:pos:R:3
Al 0.2898 -0.4688 0.6792
C 4.0292 -1.7624 -1.2119
C 2.7986 -1.6441 -0.3850
N 2.1777 -0.5332 -0.2117
N 2.7172 0.6583 -0.5872
C 2.4698 1.6884 0.2610
N 2.8889 2.8980 -0.0798
S 1.7135 1.3706 1.7346
C 2.2206 -2.7312 0.4143
C 2.7447 -4.0085 0.5051
C 2.1838 -4.9045 1.4045
C 1.1041 -4.5006 2.1710
C 0.6272 -3.2083 2.0180
N 1.1656 -2.3442 1.1622
H 3.7757 -1.6635 -2.2703
H 4.5270 -2.7168 -1.0768
H 4.7351 -0.9704 -0.9535
H 3.1803 0.7722 -1.4760
H 3.2723 3.1131 -0.9859
H 2.6887 3.6576 0.5496
H 3.5883 -4.3069 -0.0995
H 2.5911 -5.9007 1.5082
H 0.6427 -5.1714 2.8809
H -0.2125 -2.8389 2.5926
O -6.1115 4.4857 -0.5984
C -5.4486 3.7409 0.3063
O -5.9070 3.5498 1.3947
C -4.1301 3.1760 -0.1242
C -3.9220 2.6900 -1.4114
C -2.7382 2.0443 -1.7286
C -1.7433 1.8995 -0.7649
S -0.3047 0.9589 -1.1804
C -1.9132 2.4733 0.4935
C -3.1142 3.0743 0.8195
H -5.6026 4.6213 -1.4037
H -4.6997 2.7624 -2.1628
H -2.5851 1.6371 -2.7196
H -1.1067 2.4395 1.2110
H -3.2810 3.4690 1.8132
Cl -0.3506 -3.5412 -2.1330
Si -0.9100 -1.8930 -1.0648
Cl -1.1886 -0.4645 2.1252
Cl -2.8623 -1.6072 -1.4153
```

Orbital gap in eV: 5.928
Charge: +1
Strongest force on any atom in hartree/bohr: 0.031
2S+1: 1
HOMO level in Eh: -0.3877
Lowest unoccupied orbital energy in eV: -4.62
DFT total energy in Eh: -3659.04168

---

2.
C15H15BrCoF4N3 as an isolated structure at a distorted geometry. Source: the OMol25 dataset; level of theory: ωB97M-V with the def2-TZVPD basis set.

```
39
Properties=species:S:1:pos:R:3
Co 0.6770 1.0139 -0.3918
C -1.8605 1.9609 -1.8399
N -0.5351 1.4018 -2.1014
C 0.2534 2.3598 -2.8835
C -0.6443 0.1006 -2.7923
C -0.7014 -1.0421 -1.7686
N 0.3878 -0.8218 -0.8613
C 1.0212 -1.7928 -0.1992
C 2.2543 -1.4441 0.4119
F 2.5794 -0.1153 0.3299
C 3.0554 -2.3544 1.0643
F 4.2213 -1.9768 1.5858
C 2.6359 -3.6751 1.1980
C 1.3911 -4.0307 0.6967
F 0.9508 -5.2711 0.8915
C 0.5977 -3.1320 -0.0009
F -0.6173 -3.5070 -0.4378
H -2.3593 2.2334 -2.7788
H -1.7680 2.8520 -1.2242
H -2.4846 1.2457 -1.3100
H -0.1918 2.5248 -3.8712
H 1.2747 1.9976 -3.0172
H 0.2873 3.3146 -2.3620
H 0.2506 -0.0420 -3.4041
H -1.5238 0.0654 -3.4443
H -0.6330 -2.0047 -2.2861
H -1.6567 -1.0198 -1.2251
H 3.2497 -4.4087 1.6912
Br 1.2226 3.1297 0.9557
C -0.0472 2.1360 1.9880
C -0.4326 2.4685 3.2696
C -1.3374 1.6205 3.8992
C -1.7854 0.4891 3.2314
C -1.3521 0.2596 1.9383
N -0.4982 1.0736 1.3219
H -0.0361 3.3426 3.7621
H -1.6850 1.8412 4.8953
H -2.4577 -0.2060 3.7037
H -1.7027 -0.5868 1.3655
```

Orbital gap (alpha / beta) in eV: 6.997 / 6.648
Charge: +1
Strongest force on any atom in hartree/bohr: 0.035
2S+1: 4
HOMO level (alpha / beta) in Eh: -0.3852 / -0.3867
Lowest unoccupied orbital energy (alpha / beta) in eV: -3.48 / -3.88
DFT total energy in Eh: -5100.85131

---

Q: Which value of strongest force on any atom does entry 1 give?
A: 0.031 hartree/bohr